A:
This record from the OMol25 dataset describes an isolated molecule of C4H6N2O2. The level of theory is wB97M-V/def2-TZVPD.

```
14
Properties=species:S:1:pos:R:3:nbo_charge:R:1
C 2.69331 0.25393 0.08183 -0.10
N 1.76701 -0.77090 -0.50638 -0.25
N 0.52630 -0.14139 0.36617 -0.28
C -0.28902 -1.07708 1.10300 -0.21
C -0.81967 -0.41374 -0.25242 -0.27
C -1.73814 0.44365 -0.91933 0.77
O -2.61117 0.00724 -1.71307 -0.57
O -1.69967 1.75842 -0.33310 -0.68
H 3.94396 0.33788 -0.05271 0.20
H 2.49236 1.31414 0.85952 0.22
H -0.41462 -2.28563 1.27558 0.25
H -0.71159 -0.54117 2.05312 0.22
H -0.78235 -1.07100 -1.06518 0.22
H -2.35672 2.18565 -0.89704 0.49
```

Properties
SMILES string: C=NN1C[C@H]1C(=O)O
Kohn-Sham gap in eV: 9.8

***

B:
This record from the OMol25 dataset describes an isolated molecule of C4H6N2O2. The level of theory is wB97M-V/def2-TZVPD.

```
14
Properties=species:S:1:pos:R:3:nbo_charge:R:1
C -1.52399 2.23287 -0.68024 -0.40
C -0.55890 1.70063 0.17211 -0.21
C 0.13344 0.40600 0.12647 -0.07
N 1.11071 0.39582 0.87354 -0.14
N 1.84430 -0.56973 1.19196 -0.56
C -0.35291 -0.89834 -0.42219 0.74
O -1.35488 -0.83630 -1.10469 -0.58
O 0.45439 -1.92414 -0.24102 -0.68
H -1.80151 1.67970 -1.86505 0.22
H -1.85864 3.30995 -0.59352 0.21
H -0.35637 2.27390 1.31104 0.22
H 2.44267 -0.39595 2.01427 0.37
H 1.74625 -1.56820 0.90849 0.39
H 0.16065 -2.64553 -0.64494 0.50
```

Properties
SMILES string: C=C/C(=N/N)C(=O)O
Kohn-Sham gap in eV: 8.9

***

What should be chosen as the most stable of them? Choose B.

***

A:
This record from the OMol25 dataset describes an isolated molecule of C4H6N2O2. The level of theory is wB97M-V/def2-TZVPD.

```
14
Properties=species:S:1:pos:R:3:nbo_charge:R:1
H -2.01669 0.21131 -1.02834 0.36
N -1.96776 0.30380 -0.00727 -0.61
C -0.78333 0.41472 0.24505 0.27
C -0.60338 0.36253 1.77880 0.37
O 0.52496 0.36330 2.34969 -0.51
N 0.18117 0.62154 -0.70749 -0.20
O -0.57114 0.59553 -1.94729 -0.57
C 1.23646 -0.23780 -0.65366 -0.05
C 1.29226 -1.38534 0.02364 -0.38
H -1.56132 0.43418 2.40467 0.17
H -0.61643 1.62925 -2.14241 0.49
H 2.11395 0.18206 -1.09534 0.19
H 2.39355 -1.63965 0.25640 0.23
H 0.37769 -1.85543 0.52354 0.22
```

Properties
SMILES string: [H]/N=C(/C=O)N(O)C=C
Kohn-Sham gap in eV: 9.8

***

B:
This record from the OMol25 dataset describes an isolated molecule of C4H6N2O2. The level of theory is wB97M-V/def2-TZVPD.

```
14
Properties=species:S:1:pos:R:3:nbo_charge:R:1
H 1.09794 -3.33383 0.73259 0.33
N 1.30502 -2.38608 0.93990 -0.79
C 0.46187 -1.47921 0.31716 0.66
N -0.35196 -1.40449 -0.78044 -0.63
C -0.81886 -0.08148 -0.87943 -0.29
C -0.01351 0.60877 -0.12833 0.57
O 0.02003 1.70386 0.27295 -0.45
C -0.97617 2.76074 -0.23258 -0.31
O 0.72567 -0.19553 0.67584 -0.43
H -0.24186 -2.31932 -1.57466 0.44
H -1.67262 0.27236 -1.55866 0.23
H -2.11398 2.67155 0.32010 0.21
H -1.15148 2.57756 -1.37537 0.22
H -0.47511 3.74601 0.28851 0.25
```

Properties
SMILES string: [H]/N=c1\[nH]cc(OC)o1
Kohn-Sham gap in eV: 8.0

***

C:
This record from the OMol25 dataset describes an isolated molecule of C4H6N2O2. The level of theory is wB97M-V/def2-TZVPD.

```
14
Properties=species:S:1:pos:R:3:nbo_charge:R:1
H 2.19080 1.84280 0.10188 0.36
N 1.21544 2.09923 0.24574 -0.63
C 0.41751 1.09834 0.21984 0.11
C -1.01705 1.52904 -0.20469 0.42
O -2.10636 1.05906 0.00883 -0.53
C 0.76134 -0.28603 0.13564 0.11
O 2.12948 -0.50115 0.05322 -0.68
C -0.11239 -1.29060 -0.21797 0.02
N -1.36513 -1.51581 0.24900 -0.77
H -0.96465 2.61008 -0.42787 0.14
H 2.30686 -1.44762 0.04606 0.48
H 0.35302 -2.20850 -0.57664 0.18
H -1.92157 -0.70828 0.51009 0.42
H -1.88731 -2.28057 -0.14312 0.39
```

Properties
SMILES string: [H]/N=C(C=O)\C(O)=C/N
Kohn-Sham gap in eV: 7.8

***

What should be chosen as the most stable of them? Choose C.

***

A:
This record from the OMol25 dataset describes an isolated molecule of C2H4ClN. The level of theory is wB97M-V/def2-TZVPD.

```
8
Properties=species:S:1:pos:R:3:nbo_charge:R:1
Cl -2.26310 0.02525 0.21708 0.07
N -0.76650 0.02358 -0.66270 -0.38
C 0.30059 0.73049 -0.01461 -0.27
C 0.42869 -0.74487 -0.00840 -0.28
H 0.04779 1.31092 0.86269 0.21
H 0.92232 1.37932 -0.62886 0.21
H 1.00351 -1.30680 -0.73452 0.22
H 0.32670 -1.41790 0.96933 0.22
```

Properties
SMILES string: ClN1CC1
Kohn-Sham gap in eV: 10.6

***

B:
This record from the OMol25 dataset describes a structure of composition C2H4ClN. The level of theory is wB97M-V/def2-TZVPD.

```
8
Properties=species:S:1:pos:R:3:nbo_charge:R:1
C 0.01829 -0.30341 -1.27780 -0.10
C -0.10934 0.46182 1.05983 -0.30
N -0.64037 0.57203 -0.71113 -0.34
Cl 1.30488 -0.54340 1.38811 -0.04
H -0.46053 -0.63355 -2.23349 0.17
H 0.93969 -0.84823 -1.06466 0.17
H -1.01656 -0.19404 1.40763 0.22
H -0.03606 1.48879 1.43151 0.22
```

Properties
Kohn-Sham gap in eV: 10.7

***

C:
This record from the OMol25 dataset describes an isolated molecule of C2H4ClN. The level of theory is wB97M-V/def2-TZVPD.

```
8
Properties=species:S:1:pos:R:3:nbo_charge:R:1
Cl -2.44062 -0.05238 -0.05436 -0.04
C -0.76916 0.16120 -0.56433 -0.08
C 0.32886 -0.36910 0.26660 -0.28
N 0.09606 1.05608 0.08657 -0.59
H -0.68344 -0.10657 -1.83068 0.21
H 0.09374 -0.86620 1.19721 0.20
H 1.21764 -0.73178 -0.23278 0.20
H -0.32276 1.51184 0.89321 0.37
```

Properties
SMILES string: Cl[C@@H]1CN1
Kohn-Sham gap in eV: 10.8

***

What should be chosen as the most stable of them? Choose C.

***

A:
This record from the OMol25 dataset describes an isolated molecule of C5H13NO3S. The level of theory is wB97M-V/def2-TZVPD.

```
23
Properties=species:S:1:pos:R:3:nbo_charge:R:1
C -0.38671 -1.68392 -0.23851 -0.69
C 0.67240 0.67789 -1.80698 -0.41
C 1.61788 1.43142 0.28159 -0.43
C -2.49702 0.00428 2.57338 -0.86
C -0.22766 -0.23139 0.22340 -0.01
N 1.04657 0.28921 -0.44146 -0.40
O 0.08289 -0.32398 1.66942 -0.77
O -0.80043 1.96217 2.01710 -0.96
O -0.24114 0.49046 3.89881 -0.95
S -0.77772 0.63519 2.57873 2.39
H -0.94714 -1.72760 -1.17247 0.21
H -0.96174 -2.22283 0.50993 0.23
H 0.56315 -2.22349 -0.37446 0.16
H 0.20129 -0.16105 -2.31265 0.22
H -0.05149 1.48765 -1.74006 0.24
H 1.54509 1.00163 -2.37382 0.20
H 2.33908 1.95239 -0.34852 0.20
H 0.80273 2.09519 0.57190 0.27
H 2.10386 1.08486 1.19071 0.23
H -2.99953 0.47685 1.74471 0.25
H -2.91029 0.29970 3.52633 0.25
H -2.46422 -1.07018 2.47460 0.24
H 1.76494 -0.45379 -0.50010 0.38
```

Properties
Kohn-Sham gap in eV: 8.0

***

B:
This record from the OMol25 dataset describes a structure of composition C5H13NO3S. The level of theory is wB97M-V/def2-TZVPD.

```
23
Properties=species:S:1:pos:R:3:nbo_charge:R:1
C 0.51801 1.35278 -1.54517 -0.64
C -0.40134 -0.77229 -2.67019 -0.61
C 1.52714 0.09709 1.58137 -0.69
C 0.18744 -0.11269 -1.37590 -0.04
C 0.04092 0.35806 1.36446 -0.27
N -0.73522 -0.39733 -0.26853 -0.68
O -2.45029 0.04104 2.02429 -0.87
O -0.86246 -1.83288 2.49596 -0.93
O -0.87985 0.20777 3.85998 -0.92
S -1.04182 -0.44069 2.61808 2.37
H 1.35284 1.25827 -2.24715 0.22
H -0.27239 1.90684 -2.01166 0.22
H 1.02796 1.81122 -0.69750 0.21
H -0.78541 -1.80549 -2.40907 0.21
H 0.35543 -0.85995 -3.44926 0.22
H -1.25442 -0.12169 -2.97835 0.21
H 1.99578 -0.96504 1.35966 0.25
H 1.67000 0.34474 2.61476 0.25
H 2.14462 0.79010 0.91336 0.23
H 1.25860 -0.72227 -1.24481 0.14
H -0.27902 1.30851 1.06689 0.23
H -0.76273 -1.42344 -0.09931 0.37
H -2.35381 -0.02268 1.09808 0.51
```

Properties
Kohn-Sham gap in eV: 10.4

***

What should be chosen as the most stable of them? Choose B.